1.
Molecular formula: C11H17BClN5O5S3
Method: DFT, ωB97M-V/def2-TZVPD

XYZ file:
```
43
C11H17BClN5O5S3 ωB97M-V/def2-TZVPD
N -1.9569 2.0525 -0.7068
B -1.9314 0.5953 -1.1296
O -2.7544 -0.0081 -2.2039
C -0.8456 -0.3884 -0.3374
C -1.3485 -0.9710 1.1463
S -3.0355 -0.5181 1.8225
C -0.3442 -1.9664 1.9759
C -0.6468 -2.6867 3.4171
C -1.1507 -1.6792 4.6079
C -0.1356 -0.4073 4.9014
S -0.4933 1.1071 3.8526
C 1.1181 -2.3024 1.2405
N 2.2449 -3.1995 1.7085
S 3.5615 -3.2520 0.5314
N 3.0014 -2.1785 -0.7640
C 1.6537 -1.7455 -0.2279
C 0.5982 -0.7348 -1.0328
Cl 1.0097 0.0284 -2.7116
H -0.9605 2.2721 -0.4104
H -2.1436 2.6882 -1.5294
H -2.7471 0.7006 -2.9367
H -4.0337 -1.4439 1.3965
H 0.3920 -3.1459 3.7824
H -1.3718 -3.6205 3.3076
H -1.1431 -2.3245 5.6123
H -2.2810 -1.3212 4.4940
H -0.3321 -0.1055 6.0396
H 1.0043 -0.6809 4.8415
H 0.6873 1.9170 3.8185
C 2.8107 -2.0431 -5.1361
N 2.6825 -2.9049 -6.3422
O 3.2048 -2.4981 -7.3866
O 2.0612 -3.9653 -6.2063
H 3.3779 -1.1480 -5.4001
H 1.8023 -1.7788 -4.8113
H 3.3355 -2.6209 -4.3725
C -0.9218 6.3631 -0.6137
N -0.4124 4.9774 -0.7976
O 0.1552 4.7202 -1.8657
O -0.5967 4.1871 0.1353
H -0.6914 6.9459 -1.5080
H -2.0012 6.3000 -0.4619
H -0.4217 6.7848 0.2607
```

**HOMO energy**: -8.32 eV
**SMILES**: NB(O)c1c(S)c(CCCS)c2nsnc2c1Cl.C[N+](=O)[O-].C[N+](=O)[O-]
**Total charge**: 0
**Total energy**: -2758.42423 Eh


2.
Molecular formula: C13H32BrCl10NO4P2
Method: DFT, ωB97M-V/def2-TZVPD

XYZ file:
```
63
C13H32BrCl10NO4P2 ωB97M-V/def2-TZVPD
C 1.2869 0.8138 1.4840
C 1.3651 0.3008 0.0260
C 2.7377 0.6777 -0.5356
C 0.1988 0.9517 -0.7415
C 0.3168 0.8962 -2.2806
C -1.1385 0.3721 -0.2557
O -2.0538 1.4072 0.0991
P -3.5625 1.4515 -0.6583
Br -5.5268 1.5227 -2.0555
C -4.2319 0.0656 0.3590
N -5.6442 0.1317 0.7010
C -3.7829 3.1813 -0.1290
P -2.3229 4.2540 -0.2224
O -1.5349 4.3964 0.9983
O -3.0381 5.6117 -0.7047
O -1.4487 3.8506 -1.5122
H 1.7852 0.1449 2.1840
H 0.2667 1.0151 1.8075
H 1.8269 1.7645 1.5182
H 1.2600 -0.7888 0.0263
H 2.7418 1.7403 -0.7970
H 3.5100 0.5264 0.2190
H 3.0020 0.1182 -1.4326
H 0.1880 2.0057 -0.4515
H 1.3096 0.6011 -2.6136
H 0.1169 1.8712 -2.7321
H -0.3893 0.1910 -2.7243
H -1.5768 -0.2720 -1.0308
H -0.9874 -0.2601 0.6233
H -2.9592 1.1907 -1.8958
H -3.6355 0.0646 1.2695
H -3.9621 -0.8302 -0.2169
H -6.1825 -0.4523 0.0760
H -5.7664 -0.2487 1.6324
H -4.5740 3.6375 -0.7162
H -4.0988 3.1862 0.9165
H -2.4114 6.2106 -1.1293
H -1.7787 3.0793 -1.9910
C -1.2258 5.3606 -4.4083
Cl -1.8290 3.7950 -4.9727
Cl 0.1004 5.9662 -5.4066
H -2.0425 6.0711 -4.4576
H -0.8655 5.2327 -3.3954
C 1.6607 -3.5436 2.3868
Cl 2.9656 -2.3782 2.1251
Cl 0.0948 -2.9277 1.8346
H 1.8909 -4.4428 1.8329
H 1.5921 -3.7466 3.4485
C 5.6084 -5.4069 2.8443
Cl 4.1400 -6.0629 2.1005
Cl 6.3108 -6.5199 4.0213
H 6.3342 -5.2264 2.0618
H 5.3447 -4.4856 3.3503
C 9.2016 -3.5106 4.2599
Cl 9.1228 -4.5799 2.8534
Cl 9.2198 -1.8039 3.8069
H 8.3268 -3.6945 4.8727
H 10.1114 -3.7342 4.8031
C -5.1161 -3.8679 -2.1343
Cl -3.6663 -3.8401 -3.1420
Cl -5.9994 -2.3350 -2.2005
H -5.7709 -4.6542 -2.4892
H -4.8147 -4.0451 -1.1088
```

**HOMO energy**: -9.38 eV
**SMILES**: CC(C)[C@@H](C)CO[PH](Br)(CN)CP(=O)(O)O.ClCCl.ClCCl.ClCCl.ClCCl.ClCCl
**Total charge**: 0
**Total energy**: -8728.98424 Eh


3.
Molecular formula: C11H25ErN7O5S
Method: DFT, ωB97M-V/def2-TZVPD

XYZ file:
```
50
C11H25ErN7O5S ωB97M-V/def2-TZVPD
Er 0.0709 0.1170 -0.0003
N -1.8641 -0.4068 1.5722
C -2.4504 -1.7358 1.3044
C -1.3993 -2.8442 1.4568
N -0.1672 -2.6080 0.6829
C 1.0319 -3.0158 1.4500
C 1.2476 -2.2107 2.7334
N 1.0397 -0.7952 2.4300
C -0.1636 -3.4065 -0.5533
C -1.1556 -2.8984 -1.5944
N -0.8823 -1.4776 -1.8351
H -1.4413 -0.4319 2.5056
H -2.6248 0.2716 1.6068
H -2.8568 -1.7209 0.2916
H -3.2719 -1.9605 1.9997
H -1.8569 -3.7992 1.1702
H -1.1449 -2.9184 2.5143
H 1.8932 -2.8302 0.8026
H 0.9900 -4.0871 1.7009
H 2.2644 -2.4207 3.0905
H 0.5592 -2.5134 3.5308
H 1.8365 -0.4607 1.8782
H 1.0657 -0.2483 3.2884
H -0.3705 -4.4655 -0.3351
H 0.8379 -3.3354 -0.9829
H -2.1829 -3.0092 -1.2421
H -1.0502 -3.5095 -2.5011
H -1.6155 -1.0774 -2.4205
H -0.0194 -1.4008 -2.3858
O 2.1556 2.0431 -0.9591
S 2.3178 1.1957 0.2130
O 2.0233 -0.2395 -0.2341
O 1.1147 1.4785 1.1171
O 3.5369 1.2771 0.9455
C 1.0333 2.8572 -3.7154
N 0.3445 3.2363 -2.5016
C 0.4987 4.4594 -1.9668
C 0.0394 4.7491 -0.7219
C -0.5238 3.6843 0.0285
N -0.7175 2.4831 -0.5196
C -0.1925 2.2240 -1.7384
O -0.2623 1.0625 -2.1817
N -0.9106 3.8536 1.3029
H 1.1842 3.7349 -4.3384
H 0.4377 2.1134 -4.2413
H 1.9902 2.4126 -3.4335
H 1.0279 5.1801 -2.5721
H 0.1687 5.7226 -0.2822
H -0.5764 4.6660 1.7949
H -1.0096 3.0052 1.8457
```

**<S²>**: 3.7526
**HOMO energy (alpha / beta)**: -12.16 / -12.16 eV
**Relative energy (zero: lowest compared OMol25 entry of this formula, charge and spin)**: 0.232 eV
**2S+1**: 4
**Total charge**: +1
**Total energy**: -2606.90912 Eh